Formula: C5H16N2O
Source: OMol25
Level of theory: ωB97M-V/def2-TZVPD

Summary:
Structure (SMILES)   C[C@H](N)CN(C)C.O
Maximum force   4.0 eV Å⁻¹
Lowest unoccupied orbital energy   0.90 eV
Energy   -384.7936 hartree
Relative energy (zero: lowest compared OMol25 entry of this formula, charge and spin)   1.753 eV

Each line ends with the Mulliken charge.
Cartesian coordinates (Å):
C -0.93 -1.32 1.23  -1.94
C -0.76 -0.87 -0.19  1.12
N -0.50 -2.13 -0.90  -0.63
C 0.38 0.11 -0.35  -0.54
N 0.05 1.52 -0.18  -0.06
C -0.89 2.10 -1.13  -1.09
C 1.28 2.39 -0.29  -0.91
H -2.01 -1.38 1.55  0.34
H -0.63 -2.35 1.45  0.59
H -0.71 -0.61 2.04  0.31
H -1.65 -0.24 -0.49  0.03
H -1.16 -2.81 -0.59  0.23
H -0.50 -2.03 -1.89  0.21
H 1.20 -0.12 0.41  0.19
H 0.81 -0.06 -1.39  0.21
H -1.87 1.67 -0.92  0.36
H -0.72 2.09 -2.23  0.35
H -1.09 3.14 -0.85  0.36
H 2.10 1.81 0.20  0.32
H 1.38 2.62 -1.35  0.34
H 1.21 3.37 0.20  0.28
O 1.85 -2.62 1.89  -0.69
H 1.99 -1.88 2.50  0.32
H 1.17 -2.40 1.27  0.31

Formula: C5H16N2O
Source: OMol25
Level of theory: ωB97M-V/def2-TZVPD

Summary:
Maximum force   6.8 eV Å⁻¹
Lowest unoccupied orbital energy (spin up / spin down)   -2.88 / -3.02 eV
Energy   -384.4303 hartree
Relative energy (zero: lowest compared OMol25 entry of this formula, charge and spin)   3.074 eV
Net charge   +1
Expectation value of S²   0.7539
Multiplicity   2

Each line ends with the Löwdin spin population.
Cartesian coordinates (Å):
C -1.98 -0.97 -1.77  0.01
C -1.33 -0.83 -0.34  0.02
C -0.10 -0.01 -0.38  0.07
C 0.46 0.66 0.80  0.28
C 0.00 1.87 1.16  0.38
N 1.71 -0.03 1.26  0.05
N -2.42 -0.17 0.43  0.00
H -2.72 -1.94 -1.82  0.00
H -1.26 -1.20 -2.60  0.00
H -2.61 -0.17 -2.09  0.00
H -1.17 -1.82 0.14  0.01
H -0.16 0.80 -1.22  0.02
H 0.58 -0.73 -0.82  0.01
H 0.49 2.55 2.02  0.03
H -0.99 2.37 1.07  0.05
H 2.59 0.36 0.62  0.03
H 2.14 0.19 2.28  0.01
H 1.62 -1.04 1.14  0.01
H -3.15 -0.85 0.65  0.00
H -2.16 0.23 1.35  0.01
H -2.84 0.60 -0.17  0.00
H 3.36 0.30 -1.61  0.00
H 3.72 -0.91 -0.71  0.00
O 3.14 -0.21 -0.86  0.01

Formula: C5H16N2O
Source: OMol25
Level of theory: ωB97M-V/def2-TZVPD

Summary:
Maximum force   3.7 eV Å⁻¹
Lowest unoccupied orbital energy   -6.46 eV
Energy   -384.2180 hartree
Relative energy (zero: lowest compared OMol25 entry of this formula, charge and spin)   1.026 eV
Net charge   +2

Each line ends with the Mulliken charge.
Cartesian coordinates (Å):
C 0.66 -1.12 -1.26  -1.33
C -0.73 -0.46 -1.13  0.36
C -0.62 0.88 -0.39  -1.01
C -0.77 0.76 1.13  0.51
C -1.84 1.16 1.77  -0.95
N 0.22 -0.08 1.87  -0.18
N -0.99 -0.24 -2.63  -0.40
H 0.67 -2.20 -1.48  0.38
H 1.32 -1.02 -0.41  0.21
H 1.33 -0.61 -1.97  0.45
H -1.59 -1.04 -0.87  0.37
H -1.41 1.58 -0.76  0.50
H 0.32 1.42 -0.52  0.35
H -2.08 1.03 2.84  0.33
H -2.48 1.99 1.18  0.24
H 1.19 0.09 1.54  0.31
H 0.12 0.09 2.86  0.40
H 0.09 -1.10 1.77  0.39
H -0.76 -1.10 -3.15  0.38
H -2.01 -0.07 -2.84  0.38
H -0.42 0.44 -3.10  0.35
H 3.50 0.58 1.58  0.31
H 3.34 -0.78 2.32  0.32
O 2.94 -0.21 1.64  -0.66

Formula: C5H16N2O2
Source: OMol25
Level of theory: ωB97M-V/def2-TZVPD

Summary:
Maximum force   1.7 eV Å⁻¹
Lowest unoccupied orbital energy   -6.38 eV
Energy   -459.4811 hartree
Relative energy (zero: lowest compared OMol25 entry of this formula, charge and spin)   0.326 eV
Net charge   +2

Each line ends with the Mulliken charge.
Cartesian coordinates (Å):
C 0.13 -1.11 -1.57  -0.89
O -0.48 -2.30 -2.08  -0.53
C -0.83 -0.62 -0.51  0.21
C -0.51 0.83 -0.04  -1.36
C -0.28 1.01 1.42  0.59
C -1.11 1.47 2.32  -1.16
N 1.10 0.66 1.86  -0.21
N -2.22 -0.74 -1.09  -0.27
H 0.25 -0.40 -2.38  0.45
H 1.08 -1.33 -1.09  0.41
H 0.13 -2.80 -2.64  0.34
H -0.79 -1.30 0.34  0.44
H -1.29 1.49 -0.42  0.72
H 0.30 1.19 -0.68  0.41
H -2.11 1.81 2.11  0.29
H -0.92 1.53 3.38  0.29
H 1.34 -0.32 1.67  0.36
H 1.26 0.87 2.85  0.39
H 1.84 1.16 1.33  0.41
H -2.15 -0.63 -2.11  0.37
H -2.53 -1.71 -0.97  0.40
H -2.88 -0.08 -0.70  0.34
H 3.95 0.73 0.74  0.31
H 3.72 1.30 -0.65  0.31
O 3.25 0.92 0.10  -0.65

Formula: C5H16N2O3
Source: OMol25
Level of theory: ωB97M-V/def2-TZVPD

Summary:
Structure (SMILES)   CC[C@@H](N)C(=O)NC.O.O
Maximum force   1.5 eV Å⁻¹
Lowest unoccupied orbital energy   0.82 eV
Energy   -535.3690 hartree
Relative energy (zero: lowest compared OMol25 entry of this formula, charge and spin)   0.263 eV

Each line ends with the Mulliken charge.
Cartesian coordinates (Å):
C 2.33 1.08 1.44  -1.26
C 1.77 -0.11 0.67  -0.42
C 0.27 0.10 0.35  0.02
N 0.03 1.06 -0.73  -0.55
C -0.30 -1.24 -0.08  0.18
O 0.31 -1.98 -0.86  -0.75
N -1.46 -1.71 0.45  -0.17
C -2.45 -0.95 1.21  -0.80
H 2.21 2.03 0.92  0.29
H 3.40 0.93 1.59  0.40
H 1.86 1.19 2.42  0.32
H 2.32 -0.27 -0.26  0.20
H 1.91 -1.05 1.21  0.41
H -0.19 0.46 1.27  0.42
H 0.39 1.97 -0.51  0.26
H 0.51 0.75 -1.57  0.27
H -1.81 -2.59 0.10  0.27
H -2.94 -1.61 1.93  0.32
H -3.24 -0.54 0.58  0.29
H -2.01 -0.11 1.74  0.30
O -2.86 1.50 -0.97  -0.70
H -2.85 2.41 -1.27  0.29
H -1.93 1.21 -0.96  0.45
O 1.74 -0.48 -2.81  -0.69
H 1.29 -1.14 -2.20  0.35
H 1.69 -0.88 -3.67  0.29

Formula: C5H16N2O3
Source: OMol25
Level of theory: ωB97M-V/def2-TZVPD

Summary:
Structure (SMILES)   C=NCC[C@H](N)CO.O.O
Maximum force   7.5 eV Å⁻¹
Lowest unoccupied orbital energy   0.41 eV
Energy   -535.2025 hartree
Relative energy (zero: lowest compared OMol25 entry of this formula, charge and spin)   4.796 eV

Each line ends with the Mulliken charge.
Cartesian coordinates (Å):
C 1.45 2.06 -2.09  -0.02
N 2.19 1.78 -1.08  -0.45
C 2.00 0.72 -0.28  -0.26
C 1.16 -0.59 -0.79  -1.07
C -0.38 -0.30 -0.53  0.14
N -0.61 -0.48 1.01  -0.36
C -1.11 -1.41 -1.38  -0.55
O -2.28 -1.79 -0.70  -0.55
H 0.48 1.52 -2.24  0.03
H 1.37 2.87 -2.90  0.25
H 1.32 0.88 0.59  0.25
H 2.93 0.29 0.19  0.30
H 1.43 -0.91 -1.84  0.33
H 1.60 -1.52 -0.25  0.44
H -0.66 0.68 -0.84  0.41
H -1.50 -0.50 1.12  -0.11
H -0.17 -1.32 1.46  0.29
H -1.46 -1.05 -2.34  0.33
H -0.53 -2.34 -1.38  0.26
H -3.02 -2.07 -1.34  0.33
O 1.95 -0.01 3.37  -0.63
H 1.13 -0.28 3.05  0.28
H 1.85 0.87 3.69  0.31
O -3.24 1.01 2.18  -0.65
H -2.92 1.72 1.56  0.32
H -2.99 0.17 1.76  0.35

Formula: C5H16N2O3
Source: OMol25
Level of theory: ωB97M-V/def2-TZVPD

Summary:
Structure (SMILES)   CNC(=O)CCCN.O.O
Maximum force   5.1 eV Å⁻¹
Lowest unoccupied orbital energy   0.41 eV
Energy   -535.2703 hartree
Relative energy (zero: lowest compared OMol25 entry of this formula, charge and spin)   2.949 eV

Each line ends with the Mulliken charge.
Cartesian coordinates (Å):
C -0.33 -2.38 1.29  -0.95
N -0.75 -1.47 0.13  -0.16
C 0.22 -0.69 -0.48  0.58
O 1.34 -0.58 -0.01  -0.63
C 0.03 -0.24 -1.98  -0.86
C -0.09 1.26 -2.11  -0.54
C 0.81 2.08 -1.32  -0.50
N 0.32 2.30 0.08  -0.65
H -0.32 -1.63 2.21  0.26
H 0.69 -2.80 1.17  0.34
H -1.06 -3.18 1.39  0.37
H -1.37 -1.79 -0.49  0.26
H 1.01 -0.63 -2.43  0.28
H -0.66 -0.92 -2.48  0.51
H 0.21 1.33 -3.20  0.27
H -1.14 1.51 -2.21  0.36
H 1.06 3.03 -1.93  0.24
H 1.81 1.66 -1.18  0.32
H -0.75 2.32 0.07  0.24
H 0.48 1.52 0.67  0.32
O 2.14 -1.14 2.41  -0.64
H 1.49 -0.40 2.27  0.33
H 1.85 -1.78 1.66  0.26
O -2.60 0.54 2.19  -0.61
H -2.57 1.27 1.61  0.28
H -1.81 0.82 2.66  0.31

Formula: C5H16N3
Source: OMol25
Level of theory: ωB97M-V/def2-TZVPD

Summary:
Maximum force   3.3 eV Å⁻¹
Lowest unoccupied orbital energy   -3.12 eV
Energy   -364.1381 hartree
Relative energy (zero: lowest compared OMol25 entry of this formula, charge and spin)   1.013 eV
Net charge   +1

Each line ends with the Mulliken charge.
Cartesian coordinates (Å):
C -0.33 2.18 -1.28  -1.02
C -1.96 0.80 0.04  0.72
N -1.02 1.79 -0.02  -0.12
N -2.56 0.63 1.21  -0.40
N -2.26 0.00 -0.99  -0.40
H -0.89 2.37 0.79  0.24
H -2.58 1.24 2.01  0.21
H -3.18 -0.17 1.28  0.22
H -1.69 0.16 -1.81  0.26
H -3.25 -0.21 -1.12  0.26
H -1.04 2.32 -2.10  0.40
H 0.52 1.47 -1.34  0.30
H 0.20 3.12 -1.06  0.34
C 1.55 -1.04 0.00  0.33
C 0.95 -1.42 1.37  -1.07
C 2.93 -1.68 -0.18  -1.43
H 1.61 0.02 -0.27  -0.01
H 0.88 -1.45 -0.77  0.20
H 0.40 -2.35 1.30  0.33
H 1.69 -1.63 2.14  0.35
H 3.32 -1.50 -1.19  0.35
H 0.27 -0.59 1.52  0.22
H 2.70 -2.72 0.03  0.35
H 3.75 -1.34 0.43  0.36